Arrangement a

Below is the ion C4H7O2 with charge -1, with properties calculated with ωB97M-V/def2-TZVPD.

Last column: Löwdin charge in e.
Geometry (Å):
C1 -0.04590 0.11545 0.90584  -0.221
H1 -0.10198 -2.07537 1.19022  0.105
H2 -0.64696 -1.12541 -0.79006  0.072
C2 0.11715 -1.10804 1.68700  -0.299
C3 0.32763 0.78838 -1.55160  -0.489
H3 -0.49917 0.92884 1.47559  0.118
H4 0.46693 0.09794 -2.40654  0.063
C4 -0.60577 -0.07481 -0.49275  -0.201
H5 0.94910 0.56192 0.59998  0.105
O1 1.50127 1.12203 -0.99474  -0.358
H6 -0.31778 1.63807 -1.86149  0.063
O2 0.47398 -1.20793 2.85519  -0.033
H7 -1.61852 0.33894 -0.61664  0.074

Frontier orbital gap (eV): 7.16
SMILES string: O=CCCC[O-]
LUMO (eV): 4.207
HOMO level (eV): -2.95
Charge: -1

---

Arrangement b

Below is the ion C4H7O2 with charge -1, with properties calculated with ωB97M-V/def2-TZVPD.

Last column: Löwdin charge in e.
Geometry (Å):
H1 0.49385 -1.99310 0.87956  0.112
O1 -0.24395 -1.23951 2.55652  -0.025
H2 -0.14795 0.72507 -2.85094  0.073
H3 0.75037 0.56106 0.39205  0.119
O2 1.18988 1.34995 -1.37548  -0.374
C1 0.01867 -1.12268 1.37090  -0.306
C2 -0.55562 -0.22031 -0.95444  -0.234
H4 -0.98009 0.71022 0.96020  0.119
C3 -0.23915 0.04122 0.51768  -0.207
H5 -0.04619 -1.10800 -1.35803  0.096
H6 -0.75865 1.87499 -1.67740  0.075
H7 -1.62741 -0.45260 -1.05415  0.090
C4 -0.06660 0.99563 -1.76365  -0.539

Frontier orbital gap (eV): 6.80
SMILES string: O=CCCC[O-]
LUMO (eV): 4.110
HOMO level (eV): -2.69
Charge: -1

---

Going by the energies, arrangement b is most stable and the next is 23.5 kJ/mol up.

---

Arrangement a

Below is the molecule C5H8O2S, with properties calculated with ωB97M-V/def2-TZVPD.

Last column: Löwdin charge in e.
Geometry (Å):
H1 -1.61520 1.73928 -1.52800  0.074
C1 0.99167 0.18624 0.35620  -0.440
C2 -0.49036 0.26711 -0.28546  -0.647
H2 2.24856 -0.62226 1.68081  0.076
H3 -0.11344 1.31189 -2.10424  0.075
H4 0.69023 -1.38088 1.85724  0.057
C3 -0.64389 1.44577 -1.17661  -0.129
H5 1.00559 0.10339 2.54996  0.093
O1 -0.76065 -2.23359 -0.67761  0.053
C4 1.19986 -0.49382 1.66744  -0.040
S1 -1.76149 0.14735 1.03322  0.793
H6 -2.41308 -0.99398 0.68923  -0.118
H7 0.22530 -1.20738 -2.10150  0.116
H8 -0.15504 2.22903 -0.55976  0.101
C5 -0.30645 -1.26499 -1.18383  -0.142
O2 1.89839 0.76684 -0.21707  0.078

Frontier orbital gap (eV): 9.43
SMILES string: CC(=O)[C@](C)(S)C=O
LUMO (eV): 0.228
HOMO level (eV): -9.21
Charge: 0

---

Arrangement b

Below is the molecule C5H8O2S, with properties calculated with ωB97M-V/def2-TZVPD.

Last column: Löwdin charge in e.
Geometry (Å):
S1 2.42276 -0.03815 0.98214  1.083
C1 -1.35760 0.79418 0.98962  -0.030
H1 -1.71468 -0.59949 -1.33289  0.122
H2 -1.78209 0.15927 1.84159  0.096
H3 2.50981 1.11819 -1.12832  0.027
C2 -0.30959 -0.17919 0.24647  -0.711
H4 -0.31572 -1.77395 -1.16614  0.042
H5 -2.25426 1.14936 0.35936  0.085
O1 0.42688 -0.71532 1.25941  -0.233
C3 1.82469 0.80675 -0.49278  -0.226
H6 -1.49790 -1.88976 -0.04725  0.056
C4 0.52928 0.64504 -0.72093  -0.096
H7 -0.73814 1.76249 1.25370  0.109
H8 0.01681 1.02141 -1.67660  0.154
O2 3.24299 -1.02869 0.30253  -0.471
C5 -1.00324 -1.23215 -0.66990  -0.008

Frontier orbital gap (alpha / beta) (eV): 9.01 / 9.01
LUMO (alpha / beta) (eV): -0.731 / -0.731
HOMO level (alpha / beta) (eV): -9.74 / -9.74
Charge: 0

---

Arrangement c

Below is the molecule C5H8O2S, with properties calculated with ωB97M-V/def2-TZVPD.

Last column: Löwdin charge in e.
Geometry (Å):
H1 -0.94077 -2.32497 1.51776  0.061
C1 -0.39410 -1.29139 -0.11579  -0.468
C2 -0.66711 -0.35103 2.21486  0.035
C3 -0.04235 0.14280 -0.55396  -0.709
H2 -2.14620 -1.16955 -1.35198  0.183
H3 -0.30875 0.65942 1.85694  0.046
H4 2.15638 2.88964 0.09309  0.069
H5 0.46994 -2.01164 -0.42024  0.172
H6 1.25704 2.47782 -1.74773  0.088
O1 -1.07687 0.66066 -1.13225  -0.035
C4 -0.62277 -1.40143 1.30439  -0.136
S1 1.49238 0.60951 0.00455  0.939
H7 -1.42789 -0.67447 3.01541  0.091
H8 -0.02432 2.70231 -0.31865  0.114
O2 -1.39407 -1.83426 -0.95779  -0.081
C5 1.20200 2.41573 -0.51567  -0.369

Frontier orbital gap (eV): 9.86
SMILES string: C=C[C@@H](O)C(=O)SC
LUMO (eV): 0.317
HOMO level (eV): -9.54
Charge: 0

---

Going by the energies, arrangement a is most stable and the next is 189.2 kJ/mol up.

---

Arrangement a

Below is a cluster of 2 separate species, C5H9N3O2 in total, with properties calculated with ωB97M-V/def2-TZVPD.

Last column: Löwdin charge in e.
Geometry (Å):
H1 3.26615 1.53721 -2.81215  0.060
H2 -2.38188 -0.97436 3.39856  0.116
C1 -2.43149 0.34553 1.80529  -0.445
H3 1.49849 -0.43970 -1.33795  0.012
C2 2.42620 1.28916 -2.13222  -0.217
C3 -0.82824 -1.48200 1.97795  -0.070
H4 2.81126 1.65294 -1.19025  0.049
H5 -0.36256 -2.33593 2.40514  0.120
O1 -0.28434 0.12712 -1.15433  0.020
O2 -3.20225 1.10946 2.35662  0.076
C4 -0.74906 -0.08371 -0.01614  -0.424
N1 2.31064 -0.17304 -1.93858  -0.092
H6 1.54020 1.91407 -2.53698  0.085
N2 -1.85650 0.59718 0.51560  0.199
H7 0.55675 -1.64157 0.38666  0.171
N3 -0.29110 -1.17342 0.74955  0.113
H8 -2.30329 1.29568 -0.09741  0.174
C5 -1.92973 -0.86635 2.42930  0.000
H9 2.21074 -0.69828 -2.80866  0.052

Frontier orbital gap (eV): 9.05
SMILES string: O=c1cc[nH]c(=O)[nH]1.CN
LUMO (eV): 0.361
HOMO level (eV): -8.69
Charge: 0

---

Arrangement b

Below is the molecule C5H9N3O2, with properties calculated with ωB97M-V/def2-TZVPD.

Last column: Löwdin charge in e.
Geometry (Å):
H1 -2.15557 0.66206 -1.31250  0.092
H2 -1.39968 2.06707 0.74846  0.087
N1 0.49232 1.14259 0.17858  0.101
H3 -0.70156 -1.06350 -1.60414  0.164
C1 0.65452 -0.09515 -0.14486  -0.213
H4 -0.22325 -2.66000 0.69032  0.095
H5 -2.03856 -2.25805 0.27577  0.121
C2 -0.90198 1.64860 -0.04922  -0.089
H6 1.32770 1.71066 0.57530  0.175
H7 -0.88501 -1.18965 1.53579  0.120
H8 -0.65907 2.45619 -0.76086  0.133
C3 -0.96981 -1.80105 0.53584  -0.070
N2 1.96930 -0.82445 -0.16699  0.138
H9 -2.38053 0.20607 0.25315  0.068
O1 4.13351 -0.64988 -0.11468  0.053
N3 3.07594 -0.10359 0.02787  -0.520
C4 -1.68557 0.38752 -0.44201  -0.115
O2 2.97297 1.10192 0.30384  -0.044
C5 -0.62564 -0.73737 -0.52967  -0.297

Frontier orbital gap (eV): 9.90
SMILES string: C[C@H]1CCN/C1=N\[N+](=O)[O-]
LUMO (eV): 0.433
HOMO level (eV): -9.47
Charge: 0

---

Going by the energies, arrangement a is most stable and the next is 488.4 kJ/mol up.

---

Arrangement a

Below is the molecule C4H10N2S2, with properties calculated with ωB97M-V/def2-TZVPD.

Last column: Löwdin charge in e.
Geometry (Å):
C1 2.19053 -0.40948 -0.46670  -0.538
N1 0.25796 0.92862 0.40829  -0.033
H1 -1.33383 2.56921 -0.50718  0.051
H2 0.71084 0.99256 1.40659  0.165
S1 -3.56620 1.82588 0.08492  0.515
C2 -1.85686 1.86167 0.08294  -0.601
C3 -1.75021 -0.36984 1.08932  -0.095
H3 -2.45277 -0.18466 1.87219  0.063
C4 0.71123 -0.33097 -0.39170  -0.287
H4 -1.12992 -1.09715 1.55706  0.065
H5 0.26995 -1.35724 -0.35975  0.112
H6 -2.08282 -0.99152 0.19424  0.116
H7 0.29500 0.11840 -1.38348  0.146
N2 -1.11488 0.81634 0.50002  -0.313
H8 2.69865 -0.65744 0.57963  0.113
S2 3.03709 -1.39800 -1.92829  0.557
H9 2.65701 0.49978 -0.89792  0.038
H10 2.45923 -2.81614 -1.84018  -0.073

Frontier orbital gap (eV): 8.71
SMILES string: CN(C=S)NCCS
LUMO (eV): 0.478
HOMO level (eV): -8.23
Charge: 0

---

Arrangement b

Below is the molecule C4H10N2S2, with properties calculated with ωB97M-V/def2-TZVPD.

Last column: Löwdin charge in e.
Geometry (Å):
H1 -0.91930 -1.58867 -1.20639  0.056
C1 -0.54383 -0.80459 -1.93602  -0.048
C2 0.19640 0.60983 0.00873  -0.830
S1 0.59529 2.05624 0.73888  0.631
S2 -1.03297 -1.60959 1.39180  0.755
H2 0.35360 -1.09351 -2.44195  0.078
N1 -0.27015 0.44067 -1.20185  -0.252
H3 2.36283 -1.16252 -0.06360  0.097
N2 -0.34740 1.57959 -2.07151  0.052
H4 1.02512 -2.21989 -0.68655  0.054
H5 -1.55984 -0.61196 2.11411  -0.128
H6 0.97412 -0.36246 1.74898  0.067
H7 0.61237 1.93412 -2.02879  0.068
H8 1.67785 -2.48091 0.94241  0.094
H9 -1.41105 -0.58196 -2.61974  0.107
H10 -0.92875 2.27770 -1.55426  0.083
C3 1.41361 -1.67946 0.18949  -0.156
C4 0.45696 -0.69212 0.84087  -0.727

Frontier orbital gap (eV): 9.09
SMILES string: C[C@H](S)C(=S)N(C)N
LUMO (eV): 0.690
HOMO level (eV): -8.40
Charge: 0

---

Going by the energies, arrangement b is most stable and the next is 227.8 kJ/mol up.

---

Arrangement a

Below is a cluster of 2 separate species, C4H10OS in total, with properties calculated with ωB97M-V/def2-TZVPD.

Last column: Löwdin charge in e.
Geometry (Å):
C1 -2.24456 0.43954 -0.08219  -0.518
H1 -1.65920 0.92726 1.89330  0.039
C2 2.99214 -1.86057 -1.09294  -0.277
H2 3.56194 -1.58520 -2.05348  0.120
H3 -3.92390 0.94800 1.38741  -0.204
H4 -1.45140 2.35275 0.65303  0.078
H5 3.36331 0.23512 -0.59798  0.064
H6 1.69948 -0.18581 -0.89240  0.076
C3 -1.45376 1.31476 0.95425  -0.130
O1 2.85871 -3.00956 -0.68022  0.010
H7 -0.41160 1.09279 0.89668  0.040
H8 2.45237 -0.62343 0.75735  0.066
S1 -4.02234 0.04739 0.46027  0.650
H9 -1.94047 -0.52760 -0.28872  0.011
C4 2.60599 -0.51410 -0.31556  -0.058
H10 -2.42671 0.94867 -0.99878  0.032

Frontier orbital gap (eV): 9.74
SMILES string: CC=O.CCS
LUMO (eV): 0.743
HOMO level (eV): -9.00
Charge: 0

---

Arrangement b

Below is the molecule C4H10OS, with properties calculated with ωB97M-V/def2-TZVPD.

Last column: Löwdin charge in e.
Geometry (Å):
S1 0.53117 -0.27466 0.32460  0.879
H1 2.20857 -1.01567 1.54909  -0.026
C1 0.00925 -1.87915 -0.15881  -0.235
C2 2.11430 -0.21309 0.89554  -0.250
H2 1.43708 1.17395 -1.40940  0.096
H3 2.46750 0.75637 1.13442  0.001
C3 -1.83479 1.02264 0.51503  -0.156
H4 -1.86317 1.94599 0.02198  0.061
H5 -0.28211 0.86833 -1.51122  0.029
H6 -0.91342 -1.74097 -0.53803  -0.067
C4 0.66427 0.37709 -1.33032  -0.201
H7 0.44452 -0.43483 -1.99655  0.056
H8 0.08388 -2.65310 0.65177  0.023
H9 -2.66043 0.72945 1.24497  0.118
O1 -0.50339 0.93867 1.02210  -0.398
H10 -1.90323 0.39898 -0.41518  0.069

Frontier orbital gap (eV): 8.38
SMILES string: C=S(=C)(C)OC
LUMO (eV): 0.733
HOMO level (eV): -7.64
Charge: 0

---

Going by the energies, arrangement a is most stable and the next is 485.4 kJ/mol up.

---

Arrangement a

Below is the molecule C4H10OS, with properties calculated with ωB97M-V/def2-TZVPD.

Last column: Löwdin charge in e.
Geometry (Å):
H1 0.97200 1.14857 -0.76128  0.114
H2 -0.69236 1.87697 0.29529  -0.008
H3 -2.40896 2.05457 -0.10647  0.035
O1 2.85407 0.38932 -0.19618  -0.056
C1 0.97277 -0.94219 0.06376  -0.270
H4 1.20088 0.88562 1.04287  0.114
H5 -0.65738 -0.79207 1.64840  0.101
C2 -1.65236 1.39583 0.36157  -0.378
H6 1.12397 -1.36332 -0.97351  0.116
H7 3.27238 1.22018 -0.25733  0.062
C3 -0.47949 -1.17494 0.56237  -0.510
H8 -0.56564 -2.23034 0.64590  0.049
H9 1.75363 -1.60520 0.61267  0.136
C4 1.47602 0.53115 0.02575  -0.308
H10 -1.90912 1.31756 1.43362  0.040
S1 -1.67648 -0.28038 -0.50571  0.762

Frontier orbital gap (eV): 9.51
SMILES string: CSCCCO
LUMO (eV): 0.835
HOMO level (eV): -8.67
Charge: 0

---

Arrangement b

Below is a cluster of 2 separate species, C4H10OS in total, with properties calculated with ωB97M-V/def2-TZVPD.

Last column: Löwdin charge in e.
Geometry (Å):
H1 -0.74767 -2.24187 0.19015  0.055
H2 1.95355 1.87194 0.01179  0.069
H3 -1.55121 0.64163 -0.47154  0.142
C1 0.92537 1.63317 0.27864  -0.168
H4 -2.34800 -1.67212 -0.29579  0.082
H5 0.81587 1.67930 1.36285  0.083
H6 2.61685 -0.22580 0.74687  -0.133
C2 -1.28033 -1.50480 -0.41049  -0.081
C3 -0.92884 -0.09523 0.05337  -0.535
S1 1.67188 -1.02743 0.25758  0.779
H7 -1.00622 -1.64629 -1.45305  0.076
H8 0.27015 2.38316 -0.15820  0.082
C4 0.53335 0.26882 -0.21183  -0.709
O1 -1.24005 0.08495 1.41680  -0.043
H9 -0.75731 -0.57309 1.92994  0.088
H10 0.52176 0.41757 -1.84536  0.213

Frontier orbital gap (eV): 9.71
LUMO (eV): 0.713
HOMO level (eV): -9.00
Charge: 0

---

Arrangement c

Below is a cluster of 2 separate species, C4H10OS in total, with properties calculated with ωB97M-V/def2-TZVPD.

Last column: Löwdin charge in e.
Geometry (Å):
H1 -5.83498 2.30043 -0.17138  0.046
H2 0.17416 1.07837 0.17955  0.079
H3 -3.30019 -0.83235 -0.58152  0.118
H4 -1.82286 0.29830 1.20923  0.115
H5 0.71468 -0.56555 0.62836  0.074
O1 -6.40981 1.50401 -0.11194  -0.088
C1 0.00000 0.00000 0.00000  -0.524
H6 -1.96047 -0.73940 -2.79676  0.077
H7 -1.51302 -1.43130 0.87978  0.119
H8 -1.49094 -2.14509 -1.79695  0.075
S1 0.23299 -0.44447 -1.71118  0.835
H9 -2.41514 0.65842 -1.01780  0.113
H10 -5.87454 0.84870 0.39035  0.040
C2 -1.48242 -1.03914 -1.84435  -0.497
C3 -1.38116 -0.40756 0.47977  -0.286
C4 -2.29031 -0.39904 -0.71506  -0.296

Frontier orbital gap (eV): 9.11
SMILES string: C1CCSC1.O
LUMO (eV): 0.580
HOMO level (eV): -8.53
Charge: 0

---

Going by the energies, arrangement c is most stable and the next is 67.3 kJ/mol up.